Record 1
Entry from OMol25: an isolated ion of composition C5H2O6 and charge -2 (the ωB97M-V functional and the def2-TZVPD basis).

Each line ends with the natural charge from an NBO analysis.
CARTESIAN COORDINATES (ANGSTROEM)
O1 2.52605 2.87388 -2.05138  -0.722
C1 2.16600 2.11935 -1.17030  0.551
C2 1.64653 1.27612 -0.44368  -0.631
C3 1.56460 0.36102 0.56875  0.743
O2 2.43161 0.06416 1.38245  -0.679
O3 0.46602 -0.51171 0.67971  -0.533
C4 -0.74816 -0.34509 0.04522  0.253
O4 -1.67153 0.47172 0.76850  -0.802
C5 -1.54874 -1.76358 0.10448  0.745
O5 -1.19413 -2.63798 -0.65607  -0.756
O6 -2.54969 -1.72061 0.82173  -0.798
H1 -0.66445 -0.03731 -0.99240  0.142
H2 -2.42412 -0.14997 0.94298  0.488

Properties
ΔE to the lowest compared entry with this formula, charge and spin = 21.68 kJ/mol
SMILES string = O=C=C=C([O-])O[C@H](O)C(=O)[O-]
gap between HOMO and LUMO = 7.176 eV
highest occupied orbital energy = -0.9 eV
multiplicity = 1
net charge = -2

---

Record 2
Entry from OMol25: C5H2O6Pd as an isolated structure (the ωB97M-V functional and the def2-TZVPD basis).

Each line ends with the Mulliken spin population.
CARTESIAN COORDINATES (ANGSTROEM)
O1 -0.66545 -4.30779 -2.10990  0.000
C1 -0.78047 -3.21962 -1.78652  0.000
Pd1 -0.80823 1.32678 0.29651  1.589
O2 -3.83610 1.25706 -0.40445  0.015
C2 -2.71860 1.28164 -0.13030  0.078
C3 0.35356 2.73485 1.15359  -0.058
O3 1.25628 3.29559 1.63129  0.062
C4 -0.07841 1.07288 -1.67862  0.157
O4 0.55052 1.11854 -2.63793  -0.007
C5 -0.64892 -0.36097 1.50204  0.154
O5 -0.60013 -1.08421 2.40284  -0.003
O6 2.25189 -0.97450 0.62308  0.012
H1 2.70534 -1.75842 0.25062  0.000
H2 3.01870 -0.38182 0.88775  0.000

Properties
expectation value of S² = 2.01
gap between HOMO and LUMO (spin up / spin down) = 8.973 / 4.297 eV
highest occupied orbital energy (spin up / spin down) = -18.7 / -18.6 eV
multiplicity = 3
net charge = +2

---

Record 3
Entry from OMol25: a 9-piece molecular cluster, C5H30N2O8 overall (the ωB97M-V functional and the def2-TZVPD basis).

Each line ends with the natural charge from an NBO analysis.
CARTESIAN COORDINATES (ANGSTROEM)
C1 1.69163 3.27437 -2.13156  -0.603
C2 2.36660 2.30102 -1.13115  -0.408
C3 1.36973 1.65354 -0.16458  -0.418
C4 2.04015 0.96094 1.03704  -0.231
N1 1.40832 -0.32252 1.12282  -0.713
C5 1.88330 -1.37975 0.15079  -0.074
N2 0.81159 -2.16478 -0.32137  -0.860
H1 1.00280 3.85865 -1.53081  0.206
H2 1.29048 2.89784 -3.00595  0.210
H3 2.53665 3.99706 -2.50268  0.199
H4 3.31791 2.63651 -0.81311  0.218
H5 2.76148 1.36741 -1.66175  0.191
H6 0.65206 2.39732 0.32926  0.179
H7 0.56410 1.08042 -0.52902  0.227
H8 1.88653 1.25449 2.11628  0.197
H9 3.11046 0.78127 1.08750  0.176
H10 1.27066 -0.74729 2.10376  0.421
H11 2.43331 -1.10275 -0.80599  0.193
H12 2.58680 -2.10389 0.69748  0.173
H13 0.08941 -2.25229 0.38427  0.360
H14 0.07940 -1.66194 -1.13574  0.358
O1 -4.87094 -1.41200 -1.22928  -0.908
H15 -4.93439 -1.62558 -2.07361  0.446
H16 -4.66116 -2.23600 -0.81894  0.463
O2 1.60385 -0.93263 4.04313  -0.931
H17 1.50268 -0.09254 4.51252  0.478
H18 1.47549 -1.53126 4.72142  0.468
O3 -1.10098 0.01175 2.96203  -0.968
H19 -1.32813 -0.83921 3.20058  0.470
H20 -1.13741 0.19072 2.03764  0.491
O4 -0.97090 -3.80876 -3.04036  -0.974
H21 -1.89844 -3.72612 -3.39285  0.473
H22 -0.69676 -4.76763 -2.87759  0.501
O5 -2.58687 -0.03539 0.40412  -0.982
H23 -2.91415 0.81106 0.24595  0.507
H24 -1.66014 -0.23160 0.17348  0.463
O6 -3.66229 2.32136 -0.50229  -0.976
H25 -3.03204 3.11709 -0.46875  0.508
H26 -4.16062 2.24163 -1.28063  0.481
O7 1.43541 -4.70177 -1.50965  -0.981
H27 2.09833 -4.11949 -1.84351  0.462
H28 0.81804 -4.06293 -1.02240  0.502
O8 -1.58060 2.90143 1.06932  -0.954
H29 -2.12937 3.12639 1.93533  0.485
H30 -0.76198 2.67586 1.45885  0.473

Properties
ΔE to the lowest compared entry with this formula, charge and spin = 575.38 kJ/mol
SMILES string = CCCCNCN.O.O.O.O.O.O.O.O
gap between HOMO and LUMO = 8.735 eV
highest occupied orbital energy = -8.3 eV
multiplicity = 1

---

Electronic energy? In order: -643.1716, -770.2175, -919.7678 hartree.
Strongest force on any atom? In order: 3.01, 9.12, 6.35 eV Å⁻¹.